The following is a DFT calculation (ωB97M-V with the def2-TZVPD basis set) of C11H21BiCoI2NO3S2 as an isolated structure in a non-equilibrium geometry.

Computed properties:
- total charge = +4
- highest occupied orbital energy (spin up / spin down) (eV) = -21.6 / -22.2
- energy (eV) = -100669.51035
- multiplicity = 5

Each line ends with the Löwdin spin population.
Atoms and positions in Å:
I (-0.75072, -4.10888, -1.31913)  0.44
I (-0.74979, -3.37645, -3.98099)  0.57
Co (-0.00841, 0.88519, -3.02530)  1.11
Bi (-0.05760, 0.05736, -0.16908)  0.70
S (1.35669, -0.93581, -2.14352)  0.23
S (-1.78380, -0.43294, -1.97111)  0.35
C (1.59114, 0.21427, 1.35942)  0.19
C (3.14394, -0.64976, -1.82678)  0.01
C (-3.35254, 0.39756, -1.50230)  0.02
C (3.60819, -1.01205, -3.23488)  0.02
C (3.52466, 0.76541, -1.42983)  0.01
C (3.60836, -1.68228, -0.80018)  0.00
C (-4.04061, 0.22074, -2.85344)  0.03
C (-3.23034, 1.85472, -1.09428)  0.01
C (-4.02010, -0.45669, -0.42671)  0.00
C (1.34691, 1.58290, -3.92194)  0.00
C (-1.15664, 1.98800, -3.79519)  0.00
O (2.45923, 0.33412, 2.15192)  0.05
O (2.17133, 2.09594, -4.54931)  0.00
O (-1.83682, 2.74554, -4.34588)  0.00
H (3.22444, -0.30159, -3.97242)  0.00
H (3.25892, -2.01656, -3.49820)  0.00
H (4.69099, -0.98732, -3.24334)  0.00
H (3.15720, 1.50177, -2.15530)  0.00
H (4.62553, 0.80391, -1.42778)  0.00
H (3.16503, 1.02842, -0.42777)  0.00
H (3.24747, -1.45787, 0.20732)  0.00
H (4.70426, -1.66530, -0.79170)  0.00
H (3.27161, -2.68528, -1.08559)  0.00
H (-5.05718, 0.58359, -2.75705)  0.01
H (-4.05092, -0.83778, -3.13450)  0.00
H (-3.52711, 0.78672, -3.63497)  0.00
H (-4.25619, 2.23805, -0.98299)  0.00
H (-2.72048, 2.45087, -1.85959)  0.00
H (-2.70699, 1.98534, -0.13749)  0.00
H (-5.04640, -0.09672, -0.30547)  0.00
H (-3.51642, -0.38485, 0.54118)  0.00
H (-4.04025, -1.51041, -0.72164)  0.00
N (-1.68480, 0.52410, 1.80919)  0.23
H (-0.89303, 0.90573, 2.33525)  0.00
H (-1.85167, -0.48414, 1.94681)  0.01
H (-2.45309, 1.14764, 1.53764)  0.00



The following is a DFT calculation (ωB97M-V with the def2-TZVPD basis set) of a 3-piece molecular cluster, C11H21Cl4N3O5PS overall in a non-equilibrium geometry.

Computed properties:
- total charge = +1
- highest occupied orbital energy (eV) = -12.6
- energy (eV) = -96661.55104
- multiplicity = 1

Each line ends with the Mulliken charge.
Atoms and positions in Å:
N (3.23787, -1.56122, 1.29163)  -0.76
P (3.14517, -1.20881, -0.23502)  0.77
O (3.12222, 0.42799, -0.42582)  -0.35
O (4.50846, -1.81541, -0.93536)  -0.52
C (1.63986, -2.11461, -0.87558)  0.01
C (1.53515, -2.69075, -2.22364)  -0.35
N (0.55228, -3.33637, -2.80727)  -0.90
N (-0.51163, -3.54579, -2.06306)  0.42
C (-0.57191, -3.11963, -0.79170)  0.58
C (-1.91368, -3.53129, -0.05223)  -0.98
C (-2.12873, -2.90596, 1.35323)  -1.12
C (-2.63054, -1.41725, 1.36769)  -0.07
S (-3.81575, -1.01021, 0.05320)  1.13
O (-4.46028, 0.26010, 0.33390)  -0.63
O (-4.80171, -2.06513, -0.04851)  -0.61
O (-3.06026, -0.91889, -1.39507)  -0.45
C (0.42792, -2.36239, -0.06551)  -0.20
H (3.22495, -0.69446, 1.83466)  0.26
H (2.29455, 0.73412, -0.00607)  0.27
H (4.72975, -2.58465, -0.36928)  0.38
H (2.44259, -2.55883, -2.85793)  0.47
H (-1.29182, -4.05240, -2.49498)  0.32
H (-1.80816, -4.64153, 0.09634)  0.49
H (-2.75805, -3.39544, -0.76476)  0.52
H (-2.92767, -3.50868, 1.85629)  0.41
H (-1.24321, -2.97674, 2.02822)  0.43
H (-1.79561, -0.68496, 1.42607)  -0.01
H (-3.19162, -1.28041, 2.32868)  0.45
H (-2.87416, 0.02759, -1.56129)  0.36
H (0.36138, -2.00057, 0.97359)  0.63
Cl (5.02671, 4.35179, 0.57537)  -0.18
C (4.66567, 3.98829, -1.12988)  -0.33
C (3.34111, 4.56761, -1.56853)  -0.51
Cl (1.95953, 3.75563, -0.78439)  -0.14
H (4.69065, 2.90662, -1.25668)  0.20
H (5.47127, 4.42034, -1.72369)  0.33
H (3.21740, 4.43562, -2.64345)  0.29
H (3.27489, 5.63147, -1.34667)  0.35
Cl (-1.00766, 1.96923, 1.77583)  -0.18
C (-2.69434, 2.54915, 1.92445)  -0.27
C (-2.80386, 4.03753, 1.69571)  -0.47
Cl (-2.04119, 4.97589, 3.00242)  -0.18
H (-3.06168, 2.26636, 2.90983)  0.36
H (-3.28014, 2.01551, 1.17788)  0.11
H (-3.85390, 4.32836, 1.66694)  0.34
H (-2.34186, 4.33320, 0.75447)  0.32



The following is a DFT calculation (ωB97M-V with the def2-TZVPD basis set) of C11H21ClF3O4P2Rh as an isolated structure in a non-equilibrium geometry.

Computed properties:
- total charge = +2
- highest occupied orbital energy (spin up / spin down) (eV) = -13.2 / -17.1
- energy (eV) = -62178.63686
- multiplicity = 5

Each line ends with the Löwdin spin population.
Atoms and positions in Å:
C (2.52221, 4.20848, -2.86305)  0.00
C (1.81206, 3.23560, -1.99199)  0.00
H (2.48732, 5.19643, -2.40683)  0.00
H (2.06385, 4.23359, -3.85621)  0.00
H (3.56129, 3.89117, -2.97368)  0.00
O (1.24856, 3.44846, -0.94356)  0.01
Cl (1.83121, 1.56916, -2.69468)  0.04
Rh (0.07597, 0.04885, -0.22580)  1.76
P (-1.87865, 0.61695, -1.24503)  0.28
C (-3.33178, 1.01918, -0.23457)  0.02
C (-1.53160, 2.01542, -2.32812)  0.04
H (-2.43801, 2.41448, -2.78653)  0.01
H (-3.15916, -0.44199, -3.03414)  0.02
H (-0.83772, 1.69201, -3.10742)  0.00
H (-1.50495, -1.14464, -2.83459)  0.00
H (-3.10686, 1.89973, 0.38186)  0.00
H (-1.04710, 2.80709, -1.75052)  0.00
C (-2.39633, -0.76907, -2.31351)  0.09
H (-4.20424, 1.22187, -0.87398)  0.01
H (-2.80429, -1.56217, -1.66720)  0.00
H (-3.54319, 0.16204, 0.41858)  0.00
P (2.00629, -0.40603, 0.90266)  0.28
C (2.02978, -0.40494, 2.71545)  0.02
C (2.59222, -2.05706, 0.40329)  0.09
H (3.23064, 0.76927, -0.79056)  0.00
H (4.22490, 0.58099, 0.69250)  0.01
H (2.92620, 1.79073, 0.62203)  0.00
C (3.22347, 0.78649, 0.30315)  0.04
H (2.45415, -2.15478, -0.67978)  0.00
H (3.64853, -2.19650, 0.66825)  0.02
H (3.01647, -0.71183, 3.09291)  0.01
H (1.26533, -1.10753, 3.07303)  0.00
H (1.97627, -2.81007, 0.91699)  0.00
H (1.79414, 0.60496, 3.07515)  0.00
C (0.00675, 1.64621, 0.66213)  0.11
O (-0.16968, 2.50237, 1.41672)  0.00
F (-2.25581, -4.03569, 2.02931)  0.00
C (-1.67102, -2.92094, 1.52161)  0.05
F (-2.64117, -1.94921, 1.41215)  0.02
F (-0.77202, -2.45354, 2.45482)  0.02
C (-0.95976, -3.17870, 0.12475)  0.09
O (-1.03976, -4.33843, -0.27370)  0.79
O (-0.38270, -2.18421, -0.44593)  0.15



What is the energy in the second record? -96661.55104 eV



What is the formula in the third record? C11H21ClF3O4P2Rh



Which value of energy does entry 2 give? -96661.55104 eV